# 1
This record from the Open Molecules 2025 dataset describes H15Na2O8 as an isolated structure at a distorted geometry. The level of theory is wB97M-V/def2-TZVPD.

Element x y z (Å)
1 Na 1.4429 1.4560 -1.8630
2 Na -0.8720 0.6632 -2.4386
3 O 0.1860 0.2844 -0.8472
4 H -0.4391 0.0830 -0.1239
5 O -1.9077 -0.7041 0.9683
6 H -1.1281 -0.7931 1.5164
7 H -2.4078 0.0033 1.3754
8 O -0.2599 -0.7297 2.2722
9 H 0.2599 -0.0575 1.8316
10 H -0.0107 -0.6603 3.1937
11 O 2.3119 -0.6142 -1.7112
12 H 2.7909 -1.3850 -2.0158
13 H 1.4482 -0.9485 -1.4693
14 O -2.1427 1.0313 -0.9694
15 H -2.2503 1.9104 -0.6064
16 H -1.5504 0.5909 -0.3599
17 O 0.7954 -1.6778 -0.7890
18 H 0.2020 -2.1686 -0.2204
19 H 0.4180 -0.7991 -0.8284
20 O 1.7515 -0.0223 1.0151
21 H 2.4053 -0.1353 0.3252
22 H 0.9728 0.2956 0.5580
23 O -0.6691 1.4937 0.7846
24 H -1.2881 1.8823 0.1664
25 H -0.0587 1.0015 0.2357

Results
Total charge ... +1
ΔE to the lowest compared entry with this formula, charge and spin ... 1066.4 kJ/mol
E ... -25441.4858 eV
E_LUMO ... -5.2 eV
Kohn-Sham gap ... 8.61 eV

In the Mulliken picture, each atom carries the following charge in e:
1. Na 0.995
2. Na 1.029
3. O -1.476
4. H -0.156
5. O -0.732
6. H 0.653
7. H 0.344
8. O -0.431
9. H 0.310
10. H 0.342
11. O -0.783
12. H 0.273
13. H 0.466
14. O -0.897
15. H 0.308
16. H 0.492
17. O -0.724
18. H 0.428
19. H 0.114
20. O -0.689
21. H 0.407
22. H 0.095
23. O -0.710
24. H 0.346
25. H 0.996


# 2
This record from the Open Molecules 2025 dataset describes H15Na3O8 as an isolated structure at a distorted geometry. The level of theory is wB97M-V/def2-TZVPD.

Element x y z (Å)
1 Na -9.6779 14.6902 -6.0888
2 Na -8.0582 17.8537 -2.8047
3 Na -10.1148 18.9430 -5.0483
4 O -8.5967 16.4682 -4.8181
5 H -8.1099 17.2088 -5.2293
6 O -6.4591 15.1162 -5.5139
7 H -6.4467 15.2047 -6.4669
8 H -7.2348 15.6042 -5.2376
9 O -5.5171 17.8009 -5.4998
10 H -4.9874 18.1056 -4.7631
11 H -5.7860 16.9162 -5.2524
12 O -7.7304 19.3967 -5.1007
13 H -7.5991 20.3285 -5.2763
14 H -6.9185 18.9811 -5.3910
15 O -7.9116 15.6764 -8.0418
16 H -7.7212 16.6133 -7.9952
17 H -8.1028 15.5160 -8.9659
18 O -11.2832 16.2049 -3.6802
19 H -10.5207 16.0673 -4.2422
20 H -11.0466 16.9546 -3.1341
21 O -8.8314 14.1475 -3.4982
22 H -9.0607 14.6343 -2.7066
23 H -8.5574 14.8196 -4.1223
24 O -7.6398 18.4474 -8.0133
25 H -7.7686 19.1095 -8.6924
26 H -7.0088 18.8412 -7.4108

Results
Total charge ... +2
ΔE to the lowest compared entry with this formula, charge and spin ... 17.4 kJ/mol
E ... -29861.0891 eV
E_LUMO ... -8.2 eV
Kohn-Sham gap ... 9.04 eV

In the Mulliken picture, each atom carries the following charge in e:
1. Na 0.952
2. Na 0.967
3. Na 0.885
4. O -1.049
5. H 0.144
6. O -0.669
7. H 0.377
8. H 0.471
9. O -0.674
10. H 0.312
11. H 0.368
12. O -0.584
13. H 0.327
14. H 0.204
15. O -0.590
16. H 0.369
17. H 0.315
18. O -0.566
19. H 0.273
20. H 0.265
21. O -0.629
22. H 0.323
23. H 0.235
24. O -0.612
25. H 0.299
26. H 0.284


# 3
This record from the Open Molecules 2025 dataset describes a 8-piece molecular cluster, H15O11S overall at a distorted geometry. The level of theory is wB97M-V/def2-TZVPD.

Element x y z (Å)
1 O 0.4579 0.1535 0.6764
2 H 0.5196 0.9884 1.3562
3 H -0.4346 0.0192 0.1663
4 H 1.1657 0.3763 0.0448
5 S -2.0450 -1.3910 -1.6142
6 O -3.3683 -1.7699 -1.2115
7 O -1.1633 -2.4980 -1.7406
8 O -2.1560 -0.7868 -3.0445
9 O -1.6191 -0.3677 -0.7018
10 O 0.5146 2.4381 2.3001
11 H 0.3232 3.2932 1.8716
12 H 0.2917 2.6415 3.1951
13 O 2.4159 1.5734 -0.8209
14 H 3.1231 2.2427 -1.0168
15 H 1.6697 2.1135 -1.0911
16 O 1.4064 -2.9052 1.2617
17 H 2.1092 -2.8755 1.8911
18 H 1.8964 -2.2511 0.5469
19 O -1.8210 2.0475 -0.7734
20 H -1.1538 2.4611 -1.0779
21 H -1.8396 1.0362 -0.8834
22 O -2.2579 -0.1865 1.7407
23 H -2.4186 -0.2078 0.7178
24 H -2.7244 -1.0404 1.9157
25 O 2.2321 -1.4543 -0.9194
26 H 1.8456 -2.1304 -1.2828
27 H 3.0302 -1.5200 -1.5063

Results
Total charge ... -1
ΔE to the lowest compared entry with this formula, charge and spin ... 174.2 kJ/mol
E ... -33599.5234 eV
E_LUMO ... 1.6 eV
Kohn-Sham gap ... 4.70 eV

In the Mulliken picture, each atom carries the following charge in e:
1. O -0.225
2. H 0.377
3. H 0.613
4. H 0.384
5. S 1.135
6. O -0.786
7. O -0.715
8. O -0.837
9. O -0.860
10. O -0.568
11. H 0.308
12. H 0.267
13. O -0.661
14. H 0.302
15. H 0.293
16. O -0.621
17. H 0.308
18. H 0.378
19. O -0.698
20. H 0.152
21. H 0.526
22. O -0.702
23. H 0.369
24. H 0.325
25. O -0.586
26. H 0.280
27. H 0.241


# 4
This record from the Open Molecules 2025 dataset describes a 7-piece molecular cluster, H15O7 overall. The level of theory is wB97M-V/def2-TZVPD.

Element x y z (Å)
1 O 0.4705 -0.3675 0.5031
2 H 0.4952 -1.3302 0.8116
3 H 0.7669 0.2832 1.2051
4 H -0.4689 -0.1173 0.1920
5 O 1.2006 2.3433 -0.7254
6 H 1.9056 2.9629 -0.9491
7 H 0.6762 2.7968 -0.0594
8 O 0.1675 0.2583 -2.4200
9 H -0.0599 0.6439 -3.2728
10 H 0.5282 0.9825 -1.8749
11 O 0.0419 -2.6660 1.6575
12 H -0.5940 -3.1171 1.0850
13 H 0.4567 -3.3691 2.1709
14 O -1.9883 0.2203 -0.1748
15 H -2.2177 0.7550 -0.9449
16 H -2.8018 0.1126 0.3335
17 O -0.6483 -2.2689 -1.4436
18 H -0.3127 -1.4216 -1.8046
19 H -1.6051 -2.2060 -1.5186
20 O 1.2209 1.4933 2.2553
21 H 0.6605 2.2563 2.4372
22 H 2.1061 1.7552 2.5369

Results
Total charge ... +1
ΔE to the lowest compared entry with this formula, charge and spin ... 84.9 kJ/mol
E ... -14570.4602 eV
E_LUMO ... -3.2 eV
Kohn-Sham gap ... 10.95 eV

In the Mulliken picture, each atom carries the following charge in e:
1. O -0.353
2. H 0.493
3. H 0.499
4. H 0.347
5. O -0.606
6. H 0.293
7. H 0.290
8. O -0.628
9. H 0.308
10. H 0.350
11. O -0.655
12. H 0.334
13. H 0.304
14. O -0.581
15. H 0.302
16. H 0.283
17. O -0.600
18. H 0.315
19. H 0.320
20. O -0.629
21. H 0.296
22. H 0.315